C2H4N4O2 in the gas phase at a distorted geometry, computed with ωB97M-V/def2-TZVPD.

Element x y z (Å)
1 C -1.38267 -0.05537 -0.01484
2 C 0.70599 0.73894 0.11035
3 H 2.22180 -0.72851 -0.71230
4 H -3.04094 0.72933 -0.15516
5 H -0.95568 1.96015 -0.31185
6 H 1.73651 2.38785 -0.20508
7 N 0.71414 -0.63588 0.42071
8 N -2.62838 -0.15126 -0.16360
9 N -0.61807 1.10349 0.13384
10 N 1.80054 1.35321 -0.09734
11 O 1.71687 -1.38497 -0.18801
12 O -0.56427 -1.13217 0.03251

For the total energy, the calculation gives -12190.9462 eV. For the LUMO energy, the calculation gives 0.4 eV. The calculation puts the energy above the lowest of the compared OMol25 structures with the same formula, charge and spin at 245.2 kJ/mol. Its SMILES is [H]/N=c1\[nH]/c(=N\[H])n(O)o1. The calculation puts the largest force on an atom at 2.445 eV Å⁻¹. The HOMO energy comes out at -9.67 eV.